1.
{"formula": "CaH20NO13", "method": "the ωB97M-V functional and the def2-TZVPD basis", "total_energy_ha": -1722.22326, "charge": 1, "spin_multiplicity": 1, "de_lowest_ev": 0.000, "lumo_ha": -0.2007, "homo_energy_ev": -12.723, "species": ["Ca", "N", "O", "O", "O", "O", "H", "H", "O", "H", "H", "O", "H", "H", "O", "H", "H", "O", "H", "H", "O", "H", "H", "O", "H", "H", "O", "H", "H", "O", "H", "H", "O", "H", "H"], "coordinates": [[2.2656, 3.2988, 1.2387], [0.3826, 0.3650, 0.2974], [-0.6870, 0.0061, -0.2393], [0.5233, 1.5738, 0.6387], [1.3058, -0.4377, 0.5208], [0.4258, 4.4029, -0.0708], [-0.1501, 3.9933, -0.7348], [0.4221, 5.3492, -0.2831], [3.3628, 1.1913, 1.3730], [2.7751, 0.4405, 1.1129], [4.2358, 0.7977, 1.5148], [1.4546, -2.4722, -1.5217], [1.1307, -1.8913, -0.8065], [1.9250, -1.8923, -2.1278], [-0.9565, -0.4779, -3.4614], [-0.0110, -0.6250, -3.4052], [-1.2719, -0.5626, -2.5472], [-0.4180, -3.1988, 0.8949], [-0.9329, -3.7867, 0.3293], [-1.0616, -2.5408, 1.2260], [2.5963, 2.7533, -1.0250], [1.9504, 3.0240, -1.6920], [3.1201, 2.0582, -1.4500], [-2.8150, -1.6404, -1.3363], [-3.6737, -1.4403, -0.9475], [-2.2675, -1.9001, -0.5914], [1.4841, -2.1827, 2.8918], [1.6933, -2.1772, 1.9525], [0.5505, -2.4137, 2.9216], [-3.1802, 1.1645, 0.3592], [-3.5704, 1.8661, -0.1718], [-2.2787, 1.0352, 0.0049], [-2.6324, -1.5933, 1.6734], [-2.3781, -0.7970, 1.1841], [-3.3190, -1.2900, 2.2778]]}

2.
{"formula": "C5H10N2O", "method": "the ωB97M-V functional and the def2-TZVPD basis", "total_energy_ha": -381.12013, "spin_multiplicity": 1, "de_lowest_ev": 4.498, "lumo_ha": [-0.0533, -0.0821], "homo_energy_ev": [-9.326, -8.246], "species": ["C", "C", "C", "C", "N", "H", "H", "H", "H", "H", "H", "H", "N", "C", "O", "H", "H", "H"], "coordinates": [[-0.0971, -0.2013, 2.3579], [0.5239, -0.1036, 1.0115], [0.6708, 1.1679, 0.4120], [0.7494, -1.3008, 0.2425], [1.1526, 1.2702, -0.8059], [1.1634, 2.2429, -1.1161], [0.3083, 2.0335, 0.9677], [-0.1633, 0.7613, 2.8648], [-1.1146, -0.5963, 2.2431], [0.4437, -0.9120, 2.9874], [0.7789, -2.2184, 0.8257], [1.5632, -1.2195, -0.4769], [-1.4440, -0.4605, -1.4317], [-0.9072, 0.2955, -2.3762], [-1.1125, 0.4836, -3.5653], [-2.3058, -0.8676, -1.8075], [-0.1950, -1.2822, -0.4296], [-0.0148, 0.9073, -1.9034]]}

3.
{"formula": "C12H23Br3NO3P", "method": "the ωB97M-V functional and the def2-TZVPD basis", "total_energy_ha": -8814.84306, "spin_multiplicity": 1, "lumo_ha": 0.0082, "homo_energy_ev": -8.683, "species": ["C", "C", "O", "N", "C", "C", "C", "C", "C", "C", "O", "C", "O", "P", "C", "C", "H", "H", "H", "H", "H", "H", "H", "H", "H", "H", "H", "H", "H", "H", "H", "H", "H", "H", "H", "H", "H", "H", "C", "Br", "Br", "Br", "H"], "coordinates": [[0.7151, -0.0567, 2.8275], [-0.0696, 0.8392, 1.9128], [-1.1874, 0.5439, 1.5350], [0.5910, 2.0686, 1.5544], [-0.3772, 3.1678, 1.7273], [1.0173, 2.0619, 0.1422], [2.0109, 0.9763, -0.2215], [1.8778, 0.5607, -1.6876], [0.4714, 0.0552, -2.0169], [0.3318, -1.3462, -2.6587], [1.5265, -1.7828, -3.3282], [2.2823, -2.7293, -2.7046], [3.3435, -2.4721, -2.1352], [-0.3991, -2.5994, -1.4804], [0.4361, -2.2809, 0.1293], [-1.9900, -1.7268, -1.2019], [1.4216, 0.5186, 3.4062], [1.2792, -0.7446, 2.2039], [0.0415, -0.6402, 3.4374], [-0.7888, 3.1240, 2.7254], [-1.1980, 3.0787, 1.0160], [0.1109, 4.1163, 1.5514], [0.1319, 2.0152, -0.4946], [1.4856, 3.0247, -0.0284], [3.0306, 1.3044, -0.0635], [1.8773, 0.0966, 0.4016], [2.0607, 1.4573, -2.2737], [2.6618, -0.1422, -1.9280], [-0.0944, 0.0476, -1.0907], [-0.0223, 0.7668, -2.6684], [-0.4259, -1.2626, -3.4281], [1.9318, -3.7612, -2.7822], [0.5510, -3.2338, 0.6301], [1.4320, -1.8790, -0.0157], [-0.1604, -1.6412, 0.7715], [-2.4891, -1.5391, -2.1425], [-2.6144, -2.3254, -0.5555], [-1.7652, -0.7802, -0.7225], [-3.6881, 0.5999, 1.9582], [-3.7543, 1.3237, 0.1802], [-4.3012, 1.8705, 3.2667], [-4.6455, -1.0667, 2.0800], [-2.6488, 0.3925, 2.1716]]}

4.
{"formula": "C4H2ClNOS", "method": "the ωB97M-V functional and the def2-TZVPD basis", "smiles": "S=c1nccc(Cl)o1", "total_energy_ha": -1141.88882, "spin_multiplicity": 1, "de_lowest_ev": 3.009, "lumo_ha": -0.0384, "homo_energy_ev": -9.085, "species": ["C", "C", "C", "C", "H", "H", "N", "O", "S", "Cl"], "coordinates": [[-0.0824, 0.5282, 1.0851], [-0.8016, 0.8350, -0.0252], [-0.4699, 0.1126, -1.3003], [0.9468, -1.3363, 0.0299], [-1.2586, 1.8882, -0.2735], [-1.0065, 0.5717, -2.2355], [0.4071, -0.9077, -1.2185], [0.6887, -0.6416, 1.3901], [1.5697, -2.7209, 0.2962], [0.0067, 1.6708, 2.2517]]}